No. 1
Density functional theory data (ωB97M-V/def2-TZVPD) for a structure of composition C26H53CuO25V at a distorted geometry.

The geometry in XYZ format:
```
106
Properties=species:S:1:pos:R:3:forces:R:3:mulliken_charge:R:1
V -2.840 -1.536 3.394 3.20 0.23 -2.71 1.187
Cu -0.343 0.524 4.194 0.83 0.45 -1.35 0.413
C 0.395 -1.074 0.976 0.28 -0.31 0.59 0.898
C -0.776 -0.145 1.119 -0.48 0.03 -1.02 1.304
O -1.534 -0.316 2.300 -1.94 -1.27 3.36 -0.445
H 1.028 -1.026 1.868 0.18 0.35 -0.18 -1.044
H 0.949 -0.818 0.072 0.11 0.00 0.03 0.034
H 0.113 -2.128 0.915 -0.33 0.09 -0.22 -0.072
H -1.446 -0.280 0.259 -0.06 -0.15 0.14 -0.505
H -0.500 0.910 1.041 0.27 -0.02 0.27 -0.485
C 2.062 2.640 1.655 -0.76 -0.69 1.42 -0.430
O 1.018 3.598 1.894 0.53 0.47 -1.18 -0.203
C 0.258 3.559 2.936 -0.49 0.34 0.39 0.721
O 0.222 2.693 3.804 0.05 -1.48 0.43 -0.326
O -0.491 4.625 2.961 -0.20 0.74 -0.32 -0.312
C -1.306 4.874 4.115 -0.26 0.06 -0.06 -0.696
H 2.855 2.825 2.376 0.32 0.17 -0.30 0.564
H 2.352 2.690 0.617 0.19 0.26 -0.03 0.169
H 1.640 1.665 1.911 0.21 -0.23 -0.30 0.001
H -0.758 4.525 4.984 -0.42 -0.04 0.22 0.297
H -2.294 4.435 3.966 0.22 -0.48 0.23 0.266
H -1.510 5.940 4.178 0.51 0.08 -0.17 0.270
C 0.814 -7.449 -0.691 1.07 -0.03 0.10 -0.740
O -0.012 -6.354 -0.308 -1.08 -0.52 0.80 -0.255
C -0.155 -5.324 -1.111 1.03 0.41 -0.68 0.692
O 0.557 -5.042 -2.035 -0.07 -0.09 -0.31 -0.635
O -1.172 -4.593 -0.681 -1.06 -0.18 1.36 -0.190
C -1.533 -3.376 -1.298 0.64 0.25 -1.93 -0.446
H 0.626 -7.787 -1.706 -0.04 0.19 -0.06 0.316
H 0.648 -8.264 0.008 -0.41 0.14 0.03 0.242
H 1.858 -7.155 -0.556 -0.05 -0.02 -0.38 0.308
H -1.486 -3.453 -2.391 -0.06 -0.34 0.08 0.438
H -0.815 -2.579 -1.113 -0.17 0.12 0.55 -0.044
H -2.569 -3.150 -1.072 0.08 0.05 0.52 0.300
C -7.658 0.013 -1.875 -0.63 0.54 0.88 -0.613
O -6.987 0.684 -2.928 -0.18 -0.30 -0.87 -0.319
C -5.676 0.849 -2.927 -0.03 -0.29 0.79 0.766
O -5.035 1.231 -3.847 0.27 0.25 -0.69 -0.517
O -5.147 0.546 -1.717 -0.18 -0.41 0.30 -0.432
C -3.741 0.473 -1.670 0.78 0.09 0.09 -0.405
H -8.722 0.122 -2.074 0.06 0.19 -0.13 0.268
H -7.422 0.539 -0.949 -0.15 -0.28 0.14 0.273
H -7.493 -1.059 -1.762 0.62 0.08 -0.38 0.265
H -3.474 0.287 -0.629 -0.13 0.08 0.04 0.073
H -3.262 1.394 -2.002 -0.12 0.08 -0.02 0.306
H -3.330 -0.342 -2.269 -0.25 -0.03 -0.16 0.282
C -3.129 -5.621 1.716 -1.72 0.47 -0.26 -0.595
O -1.906 -5.691 2.442 -0.43 0.57 -0.10 -0.273
C -1.358 -4.600 2.881 1.03 -0.54 0.42 0.609
O -1.788 -3.438 2.837 -1.51 1.32 0.33 -0.198
O -0.205 -4.900 3.404 0.65 -0.19 -0.05 -0.337
C 0.693 -3.875 3.914 -1.36 0.29 -0.23 -0.246
H -4.013 -5.836 2.329 0.57 -0.51 0.40 0.345
H -3.098 -6.330 0.898 0.30 0.01 0.00 0.280
H -3.386 -4.624 1.349 0.81 -0.02 -0.26 0.156
H 0.414 -3.742 4.959 0.43 0.08 0.03 0.334
H 0.502 -2.960 3.351 0.27 0.01 0.12 -0.104
H 1.707 -4.221 3.772 0.01 -0.22 0.09 0.307
C 2.139 -2.429 -3.040 -0.34 -0.33 0.73 -0.106
O 1.791 -1.641 -4.170 0.77 -0.22 -0.35 -0.378
C 0.859 -0.766 -3.867 -0.07 0.17 -0.15 0.577
O 0.329 -0.690 -2.783 -0.54 0.34 0.77 -0.181
O 0.624 0.009 -4.892 -0.05 0.55 -0.82 -0.412
C -0.086 1.211 -4.571 -0.55 0.26 0.62 -0.156
H 2.194 -1.763 -2.177 0.10 -0.27 0.08 -0.211
H 3.084 -2.946 -3.156 0.07 0.13 -0.62 0.290
H 1.339 -3.144 -2.881 0.15 -0.19 0.20 0.190
H -1.063 0.979 -4.145 -0.01 -0.09 -0.04 0.175
H -0.243 1.850 -5.430 0.33 -0.40 -0.40 0.337
H 0.471 1.769 -3.828 0.13 0.04 -0.16 -0.034
C 4.072 0.403 -1.668 -0.26 -0.60 -1.20 -0.609
O 3.656 1.735 -1.429 -0.45 -0.29 1.20 -0.034
C 3.999 2.642 -2.352 0.54 -0.22 0.63 0.672
O 4.484 2.400 -3.407 0.20 -0.16 -0.84 -0.539
O 3.773 3.823 -1.803 -0.72 0.43 0.41 -0.271
C 4.309 4.941 -2.476 0.76 1.14 -1.07 -0.885
H 3.828 -0.267 -0.844 -0.01 0.59 0.42 0.027
H 5.138 0.362 -1.886 -0.02 -0.02 -0.01 0.425
H 3.504 0.011 -2.516 0.35 0.03 -0.15 0.259
H 5.296 5.174 -2.075 0.03 -0.17 0.02 0.304
H 3.710 5.845 -2.376 -0.44 -0.39 0.51 0.274
H 4.397 4.782 -3.551 0.05 -0.33 0.12 0.387
C 0.463 2.762 -1.347 -0.56 -0.22 -1.04 1.056
O -0.410 3.881 -1.227 0.33 -0.48 1.54 -0.125
C -0.905 4.391 -2.333 -0.39 0.49 0.28 0.683
O -0.748 4.002 -3.441 0.61 -1.04 -1.61 -0.505
O -1.640 5.422 -2.005 -0.73 0.89 0.80 -0.371
C -2.327 6.063 -3.076 -0.11 0.21 -0.61 -0.676
H 0.014 2.006 -1.994 0.07 0.11 -0.04 -0.234
H 0.564 2.282 -0.383 0.15 0.43 0.24 -1.066
H 1.398 3.104 -1.784 0.16 -0.23 0.26 0.264
H -3.011 6.791 -2.655 0.10 -0.04 0.27 0.228
H -2.895 5.346 -3.668 0.08 -0.07 0.04 0.311
H -1.618 6.573 -3.727 0.01 -0.06 0.00 0.296
C 2.505 1.203 6.186 -1.25 0.86 0.49 -0.444
O 3.463 0.483 5.443 0.55 0.01 0.12 -0.366
C 3.051 -0.096 4.345 -0.59 0.04 0.73 0.644
O 1.870 -0.210 4.046 -0.82 -0.12 -0.60 -0.072
O 4.070 -0.550 3.683 0.44 -0.50 -0.03 -0.380
C 3.883 -1.056 2.374 0.19 0.30 -1.66 -0.371
H 1.847 1.786 5.532 0.32 0.05 -0.08 -0.008
H 3.023 1.889 6.848 0.28 -0.10 -0.09 0.297
H 1.836 0.598 6.806 0.41 -0.46 -0.12 0.274
H 4.809 -1.502 2.016 0.21 0.06 0.56 0.396
H 3.704 -0.210 1.701 -0.20 -0.08 0.11 0.091
H 3.108 -1.800 2.204 -0.26 0.07 0.72 0.161
```
Positions in Å, forces in eV/Å.

The frontier orbital gap (alpha / beta) is 0.212 / 0.211 Eh. For the HOMO energy (alpha / beta), the calculation gives -14.16 / -14.16 eV. The spin multiplicity is 4. The charge is +2.



No. 2
Density functional theory data (ωB97M-V/def2-TZVPD) for a cluster of 7 separate species, C26H53F2NO8Si in total at a distorted geometry.

The geometry in XYZ format:
```
91
Properties=species:S:1:pos:R:3:forces:R:3:mulliken_charge:R:1
C 4.575 -0.629 2.291 -0.13 0.18 -0.06 -1.154
C 4.335 -0.420 0.800 0.01 -0.41 0.06 -0.030
C 2.918 -0.092 0.405 -1.30 -1.18 -1.40 0.341
O 2.229 -0.880 -0.240 1.20 1.65 1.25 -0.591
O 2.413 1.155 0.695 0.03 -0.80 -0.19 -0.262
C 2.210 1.458 2.079 0.41 0.53 0.32 -0.513
C 1.054 2.437 2.220 0.08 -0.48 -0.30 -0.985
Si 0.079 2.827 0.654 -0.87 0.30 0.14 0.302
N -0.802 4.315 0.924 0.50 -0.78 -0.02 -0.680
F 1.017 3.142 -0.590 0.42 0.19 -0.24 -0.291
C -1.168 1.514 0.195 0.10 -0.23 0.68 -0.377
C -1.252 0.273 1.116 -0.26 0.01 -0.35 -0.164
C -2.629 0.110 1.722 -0.08 0.21 0.24 -0.336
F -2.966 -1.237 1.828 -0.03 -0.27 0.10 -0.313
H 4.487 0.286 2.860 -0.02 0.18 0.18 0.319
H 5.562 -1.034 2.444 0.28 -0.09 0.01 0.373
H 3.874 -1.361 2.673 -0.16 -0.13 0.18 0.329
H 4.542 -1.366 0.318 0.02 -0.22 -0.18 0.061
H 5.040 0.289 0.379 -0.07 0.45 0.00 0.351
H 3.113 1.901 2.490 0.21 0.08 -0.04 0.292
H 2.043 0.546 2.641 -0.23 -0.27 -0.01 0.445
H 1.375 3.372 2.663 0.19 0.28 0.00 0.640
H 0.355 2.008 2.934 -0.36 0.10 0.10 0.429
H -0.183 5.055 1.225 -0.18 0.27 0.09 0.240
H -1.528 4.171 1.612 -0.21 0.33 -0.01 0.259
H -2.152 1.979 0.193 -0.10 0.41 -0.11 0.160
H -1.015 1.181 -0.824 0.22 0.05 -0.27 0.405
H -0.528 0.272 1.923 0.31 -0.02 0.04 0.016
H -1.068 -0.612 0.520 0.14 -0.25 -0.05 0.250
H -2.687 0.518 2.729 0.02 0.10 0.19 0.246
H -3.399 0.599 1.135 -0.14 -0.06 -0.29 0.213
C -4.090 1.985 -2.624 0.25 0.01 0.22 -0.635
C -4.853 3.031 -1.853 -0.02 -0.02 -0.08 0.914
O -4.340 3.660 -0.955 0.02 0.02 0.09 -0.589
C -6.291 3.241 -2.252 -0.01 0.25 0.22 -1.060
H -3.074 1.922 -2.241 0.01 0.04 -0.01 0.064
H -4.583 1.019 -2.510 -0.09 0.01 -0.20 0.143
H -4.056 2.242 -3.684 -0.14 -0.09 -0.03 0.361
H -6.841 2.309 -2.125 -0.01 -0.05 -0.21 0.203
H -6.350 3.548 -3.297 -0.04 -0.16 -0.05 0.269
H -6.736 4.012 -1.626 0.04 0.02 0.01 0.338
C 6.481 -4.318 -0.373 -0.19 0.08 0.10 -1.231
C 7.021 -3.690 0.890 0.04 -0.05 -0.06 0.911
O 6.283 -3.166 1.693 -0.01 -0.02 0.01 -0.543
C 8.512 -3.743 1.102 -0.19 0.08 0.12 -1.083
H 5.399 -4.212 -0.402 0.00 0.01 0.01 0.300
H 6.913 -3.829 -1.247 0.08 -0.09 -0.03 0.316
H 6.737 -5.379 -0.400 0.10 0.01 -0.08 0.397
H 9.023 -3.232 0.284 0.04 -0.12 -0.06 0.335
H 8.846 -4.782 1.133 0.05 0.00 -0.13 0.347
H 8.771 -3.260 2.036 0.04 0.03 0.05 0.293
C 10.674 -3.542 5.543 -0.15 -0.02 -0.14 -1.038
C 11.183 -2.697 4.401 0.02 -0.01 0.06 0.766
O 10.548 -2.563 3.382 0.02 0.03 -0.03 -0.504
C 12.522 -2.027 4.591 -0.05 0.06 -0.19 -1.118
H 9.707 -3.963 5.280 -0.01 0.01 -0.01 0.269
H 11.374 -4.352 5.749 0.05 0.06 0.10 0.318
H 10.566 -2.931 6.440 0.10 -0.04 0.06 0.321
H 13.295 -2.778 4.761 0.01 0.02 0.12 0.331
H 12.486 -1.357 5.451 0.06 -0.08 0.08 0.326
H 12.771 -1.453 3.702 -0.01 0.00 -0.01 0.293
C -3.996 -3.407 -0.307 -0.21 -0.06 -0.20 -0.239
C -4.633 -4.772 -0.249 0.07 0.04 0.02 0.810
O -5.596 -5.054 -0.924 -0.10 -0.02 -0.05 -0.557
C -4.014 -5.771 0.698 -0.16 -0.12 -0.09 -1.191
H -4.535 -2.790 -1.022 0.05 -0.01 0.03 -0.257
H -4.031 -2.932 0.671 0.15 0.00 0.05 0.204
H -2.955 -3.492 -0.622 0.05 0.03 0.14 0.350
H -4.049 -5.388 1.719 0.12 0.04 0.00 0.306
H -2.973 -5.950 0.424 0.05 0.08 0.09 0.326
H -4.563 -6.708 0.648 -0.01 0.00 -0.01 0.330
C -7.005 -2.230 -2.641 0.11 0.22 -0.04 -0.911
C -7.573 -0.909 -3.097 0.00 -0.16 0.02 0.751
O -6.872 0.066 -3.244 0.04 0.08 0.03 -0.480
C -9.057 -0.858 -3.364 0.06 0.22 -0.05 -1.202
H -5.934 -2.132 -2.488 -0.04 0.00 -0.04 0.022
H -7.473 -2.539 -1.705 -0.05 -0.12 -0.06 0.394
H -7.188 -2.997 -3.394 -0.08 -0.07 0.08 0.369
H -9.608 -1.111 -2.458 -0.02 -0.12 -0.04 0.327
H -9.320 -1.571 -4.147 -0.04 -0.09 0.08 0.334
H -9.336 0.143 -3.685 0.01 0.01 0.00 0.324
C -3.649 6.142 -4.388 -0.07 -0.18 -0.11 -1.008
C -5.026 6.588 -4.814 0.05 0.03 0.05 0.862
O -5.649 6.000 -5.665 -0.06 -0.06 -0.05 -0.559
C -5.591 7.804 -4.118 -0.16 -0.04 -0.12 -1.095
H -3.360 5.262 -4.958 -0.01 -0.01 -0.01 0.249
H -2.922 6.936 -4.567 0.00 0.04 0.14 0.380
H -3.652 5.894 -3.325 0.09 0.11 0.03 0.236
H -4.944 8.666 -4.287 0.05 0.00 0.11 0.329
H -5.661 7.620 -3.045 0.11 0.06 0.03 0.298
H -6.582 8.018 -4.511 0.00 -0.01 -0.01 0.309
```
Positions in Å, forces in eV/Å.

The frontier orbital gap is 0.363 Eh. For the HOMO energy, the calculation gives -9.20 eV. Its structure (SMILES) is CCC(=O)OCC[Si@@](N)(F)CCCF.CC(C)=O.CC(C)=O.CC(C)=O.CC(C)=O.CC(C)=O.CC(C)=O. The charge is 0.